No. 1
Density functional theory data (ωB97M-V/def2-TZVPD) for the molecule C6H10O in a non-equilibrium geometry.

```
17
Properties=species:S:1:pos:R:3:nbo_charge:R:1
C 0.36 -0.09 -1.97 -0.679
C -0.31 -0.79 -0.80 0.096
O 0.92 -1.20 -0.02 -0.562
C 0.97 -0.61 1.27 -0.065
C -0.31 0.18 1.43 -0.247
C -0.51 1.38 0.55 -0.421
C -1.11 0.06 0.16 -0.256
H 1.32 -0.18 -1.44 0.268
H 0.08 0.95 -2.14 0.210
H 0.38 -0.65 -2.91 0.216
H -0.84 -1.71 -1.07 0.199
H 1.04 -1.41 2.02 0.178
H 1.86 0.03 1.41 0.173
H -0.81 0.14 2.39 0.222
H 0.34 1.75 -0.03 0.216
H -1.18 2.15 0.91 0.222
H -2.19 -0.07 0.22 0.230
```

Results
Orbital gap = 10.60 eV
Strongest force on any atom = 2.06 eV/Å
E_HOMO = -9.49 eV
SMILES string = C[C@H]1OC[C@H]2C[C@H]21

No. 2
Density functional theory data (ωB97M-V/def2-TZVPD) for the molecule C6H10O.

```
17
Properties=species:S:1:pos:R:3:nbo_charge:R:1
C 1.87 0.62 -0.02 -0.626
C 0.90 -0.55 -0.17 -0.206
C -0.08 -0.74 1.02 -0.412
C -1.22 -0.30 0.13 0.242
O -2.51 -0.80 0.24 -0.687
C -0.94 0.98 -0.62 -0.460
C -0.35 -0.32 -1.09 -0.239
H 2.91 0.34 -0.20 0.217
H 1.82 1.01 1.00 0.207
H 1.66 1.46 -0.71 0.212
H 1.43 -1.48 -0.42 0.215
H 0.11 -0.13 1.91 0.190
H -0.20 -1.79 1.30 0.216
H -2.82 -0.52 1.11 0.470
H -1.80 1.37 -1.15 0.231
H -0.23 1.73 -0.28 0.206
H -0.55 -0.78 -2.05 0.225
```

Results
Orbital gap = 10.29 eV
Strongest force on any atom = 0.59 eV/Å
E_HOMO = -9.30 eV
SMILES string = C[C@H]1C[C@@]2(O)C[C@@H]12

No. 3
Density functional theory data (ωB97M-V/def2-TZVPD) for a cluster of 2 separate species, C6H10O in total in a non-equilibrium geometry.

```
17
Properties=species:S:1:pos:R:3:nbo_charge:R:1
C -0.90 1.57 -1.33 -0.334
C -0.68 0.25 -1.19 -0.243
C -0.55 -0.53 0.03 -0.089
C -0.47 -1.89 -0.14 -0.364
C -0.36 -0.05 1.42 -0.219
C -0.37 1.23 1.82 -0.367
H -0.91 2.05 -2.28 0.201
H -1.07 2.21 -0.47 0.187
H -0.75 -0.26 -2.14 0.214
H 0.27 -2.57 0.25 0.200
H -1.25 -2.41 -0.71 0.200
H -0.12 -0.86 2.09 0.210
H -0.16 2.07 1.19 0.202
H -0.50 1.39 2.88 0.201
O 2.55 -0.51 -0.54 -0.941
H 1.66 -0.79 -0.78 0.475
H 2.59 -0.57 0.42 0.466
```

Results
Orbital gap = 7.89 eV
Strongest force on any atom = 2.50 eV/Å
E_HOMO = -8.24 eV
SMILES string = C=CC(=C)C=C.O

No. 4
Density functional theory data (ωB97M-V/def2-TZVPD) for the molecule C6H10O in a non-equilibrium geometry.

```
17
Properties=species:S:1:pos:R:3:nbo_charge:R:1
C -0.29 0.84 1.52 -0.624
C -0.01 -0.51 0.86 -0.203
C -1.18 -1.08 0.01 -0.440
C -0.41 -0.69 -1.25 0.050
O -0.26 0.99 -1.52 -0.611
C 1.09 0.82 -1.09 -0.070
C 0.87 -0.52 -0.44 -0.283
H 0.62 1.28 1.95 0.209
H -1.02 0.72 2.33 0.212
H -0.71 1.54 0.79 0.230
H 0.37 -1.21 1.63 0.205
H -1.22 -2.18 0.12 0.229
H -2.19 -0.69 0.16 0.224
H -0.51 -0.33 -2.28 0.309
H 1.35 1.65 -0.44 0.178
H 1.82 0.76 -1.91 0.170
H 1.67 -1.26 -0.45 0.215
```

Results
Orbital gap = 10.07 eV
Strongest force on any atom = 3.30 eV/Å
E_HOMO = -9.00 eV
SMILES string = C[C@H]1C[C@H]2OC[C@@H]12

No. 5
Density functional theory data (ωB97M-V/def2-TZVPD) for a cluster of 2 separate species, C6H10O in total.

```
17
Properties=species:S:1:pos:R:3:nbo_charge:R:1
C 0.82 -0.28 -1.48 -0.432
C 0.19 -1.10 -0.64 -0.152
C -1.18 -0.91 -0.08 -0.284
C -1.40 0.08 1.05 -0.403
C -1.99 0.33 -0.31 -0.416
H 1.82 -0.51 -1.84 0.200
H 0.36 0.63 -1.86 0.196
H 0.70 -2.00 -0.30 0.199
H -1.75 -1.84 -0.01 0.220
H -0.54 0.67 1.35 0.234
H -2.06 -0.21 1.86 0.214
H -3.06 0.21 -0.43 0.218
H -1.56 1.13 -0.91 0.213
C 2.41 0.94 0.90 0.287
O 1.74 1.62 1.64 -0.515
H 2.62 -0.13 1.10 0.111
H 2.87 1.36 -0.02 0.110
```

Results
Orbital gap = 10.34 eV
Strongest force on any atom = 0.53 eV/Å
E_HOMO = -9.43 eV
SMILES string = C=CC1CC1.C=O

No. 6
Density functional theory data (ωB97M-V/def2-TZVPD) for a cluster of 2 separate species, C6H10O in total in a non-equilibrium geometry.

```
17
Properties=species:S:1:pos:R:3:nbo_charge:R:1
C 1.69 -0.36 -1.56 -0.361
C 0.59 -0.32 -0.78 -0.215
C 0.76 -0.54 0.69 -0.077
C 1.84 -1.15 1.23 -0.366
C -0.34 -0.29 1.60 -0.223
C -1.61 -0.18 1.19 -0.359
H 1.52 -0.35 -2.63 0.190
H 2.72 -0.43 -1.25 0.197
H -0.41 -0.14 -1.13 0.225
H 1.72 -1.62 2.21 0.190
H 2.86 -1.10 0.88 0.194
H -0.23 -0.52 2.66 0.210
H -2.49 -0.09 1.83 0.194
H -2.01 -0.04 0.19 0.199
O -2.16 2.01 -1.59 -0.952
H -2.10 1.87 -2.54 0.475
H -1.70 2.83 -1.35 0.480
```

Results
Orbital gap = 8.79 eV
Strongest force on any atom = 2.62 eV/Å
E_HOMO = -8.17 eV
SMILES string = C=CC(=C)C=C.O

No. 7
Density functional theory data (ωB97M-V/def2-TZVPD) for the molecule C6H10O in a non-equilibrium geometry.

```
17
Properties=species:S:1:pos:R:3:nbo_charge:R:1
C -0.10 1.50 -2.14 -0.386
C -0.69 0.75 -1.23 -0.181
C -0.72 0.95 0.26 -0.453
C -0.78 -0.39 1.00 -0.388
C 0.33 -1.38 0.60 -0.524
C 1.68 -1.07 1.18 0.438
O 2.50 -1.92 1.44 -0.516
H 0.56 2.34 -1.93 0.190
H -0.13 1.24 -3.19 0.200
H -1.37 -0.01 -1.61 0.190
H -1.53 1.62 0.57 0.227
H 0.23 1.42 0.53 0.204
H -0.76 -0.26 2.08 0.210
H -1.71 -0.93 0.82 0.209
H 0.40 -1.45 -0.49 0.243
H 0.08 -2.40 0.89 0.234
H 2.02 -0.02 1.22 0.104
```

Results
Orbital gap = 10.77 eV
Strongest force on any atom = 1.46 eV/Å
E_HOMO = -9.73 eV
SMILES string = C=CCCCC=O

No. 8
Density functional theory data (ωB97M-V/def2-TZVPD) for a structure of composition C6H10O in a non-equilibrium geometry.

```
17
Properties=species:S:1:pos:R:3:nbo_charge:R:1
C -1.82 -0.09 1.33 -0.610
C -0.98 -0.89 0.34 -0.421
C 0.46 -0.48 0.41 0.115
O 1.22 -1.18 -0.57 -0.534
C 1.88 0.06 -0.95 0.053
C 0.87 0.94 -1.67 -0.447
C 0.90 0.86 -0.14 -0.278
H -1.76 0.98 1.12 0.203
H -1.47 -0.25 2.36 0.202
H -2.87 -0.39 1.28 0.214
H -1.32 -0.73 -0.69 0.204
H -1.03 -1.96 0.54 0.211
H 0.88 -0.61 1.42 0.170
H 2.83 -0.40 -0.92 0.235
H 1.07 1.97 -2.02 0.232
H 0.18 0.39 -2.30 0.222
H 0.98 1.78 0.44 0.226
```

Results
Orbital gap = 10.45 eV
Strongest force on any atom = 2.86 eV/Å
E_HOMO = -9.31 eV

No. 9
Density functional theory data (ωB97M-V/def2-TZVPD) for the molecule C6H10O.

```
17
Properties=species:S:1:pos:R:3:nbo_charge:R:1
C 0.05 -1.93 -0.86 -0.812
C -0.61 -1.47 0.37 0.200
C 0.35 -0.73 1.26 -0.606
C 0.38 0.76 0.86 0.138
O 1.09 0.99 -0.36 -0.541
C -0.07 1.52 -1.01 -0.060
C -0.92 1.36 0.26 -0.470
H -0.63 -2.30 -1.64 0.219
H 0.63 -2.80 -0.50 0.268
H 0.81 -1.23 -1.26 0.239
H -1.73 0.63 0.18 0.235
H 0.00 -0.76 2.30 0.224
H 1.39 -1.09 1.21 0.210
H 0.83 1.34 1.68 0.188
H -0.36 0.90 -1.87 0.173
H 0.08 2.55 -1.34 0.178
H -1.29 2.28 0.72 0.217
```

Results
Orbital gap = 8.19 eV
Strongest force on any atom = 0.43 eV/Å
E_HOMO = -8.09 eV

No. 10
Density functional theory data (ωB97M-V/def2-TZVPD) for the molecule C6H10O.

```
17
Properties=species:S:1:pos:R:3:nbo_charge:R:1
C 1.50 1.19 -1.21 -0.615
C 0.65 0.15 -0.51 0.107
C 0.56 0.36 1.00 -0.471
C -0.26 -0.76 1.58 -0.186
C -1.20 -1.33 0.83 -0.223
C -1.50 -0.85 -0.57 -0.102
O -0.67 0.20 -1.03 -0.533
H 2.52 1.13 -0.82 0.209
H 1.11 2.19 -1.04 0.211
H 1.53 1.00 -2.29 0.219
H 1.08 -0.85 -0.70 0.161
H 0.08 1.33 1.18 0.220
H 1.56 0.40 1.46 0.213
H -0.05 -1.13 2.58 0.208
H -1.79 -2.17 1.18 0.210
H -1.46 -1.71 -1.26 0.173
H -2.53 -0.46 -0.62 0.199
```

Results
Orbital gap = 10.43 eV
Strongest force on any atom = 0.25 eV/Å
E_HOMO = -9.27 eV
SMILES string = C[C@H]1CC=CCO1

No. 11
Density functional theory data (ωB97M-V/def2-TZVPD) for a cluster of 2 separate species, C6H10O in total in a non-equilibrium geometry.

```
17
Properties=species:S:1:pos:R:3:nbo_charge:R:1
C 0.72 -1.20 -0.53 -0.521
C 1.25 0.15 -1.05 0.208
O 0.40 1.17 -1.10 -0.530
C -0.07 1.63 0.17 -0.122
C -1.17 0.85 0.81 -0.230
C -1.47 -0.44 0.62 -0.175
C -0.81 -1.40 -0.34 -0.447
H 1.20 -1.36 0.45 0.238
H 1.08 -2.00 -1.21 0.230
H 2.28 1.01 0.53 -0.130
H 2.32 0.63 -0.73 0.196
H 0.84 1.55 0.82 0.209
H -0.28 2.69 0.01 0.207
H -1.69 1.41 1.59 0.212
H -2.28 -0.83 1.24 0.208
H -1.36 -1.42 -1.30 0.224
H -0.96 -2.43 0.03 0.221
```

Results
Orbital gap (alpha / beta) = 8.31 / 7.83 eV
Strongest force on any atom = 1.59 eV/Å
E_HOMO (alpha / beta) = -8.05 / -7.99 eV

No. 12
Density functional theory data (ωB97M-V/def2-TZVPD) for a structure of composition C6H10O in a non-equilibrium geometry.

```
17
Properties=species:S:1:pos:R:3:nbo_charge:R:1
C -1.13 -1.30 0.94 -0.620
C -0.23 -0.06 0.92 -0.220
C 1.37 -0.05 0.60 -0.423
C 1.07 1.05 -0.42 0.112
O 1.05 0.52 -1.74 -0.529
C -0.37 0.29 -1.65 -0.060
C -0.45 0.93 -0.24 -0.280
H -2.21 -1.09 0.99 0.216
H -0.90 -1.94 1.79 0.214
H -0.98 -1.88 0.02 0.203
H 0.05 0.35 1.87 0.228
H 2.07 0.28 1.40 0.202
H 1.75 -0.98 0.18 0.216
H 1.57 2.01 -0.32 0.180
H -0.63 -0.77 -1.74 0.170
H -0.89 0.85 -2.44 0.179
H -1.12 1.79 -0.18 0.212
```

Results
Orbital gap = 10.40 eV
Strongest force on any atom = 2.36 eV/Å
E_HOMO = -9.32 eV

No. 13
Density functional theory data (ωB97M-V/def2-TZVPD) for the molecule C6H10O in a non-equilibrium geometry.

```
17
Properties=species:S:1:pos:R:3:nbo_charge:R:1
C -1.08 -1.01 -0.55 -0.259
C 0.24 -1.18 -0.62 -0.097
C 1.23 -0.08 -0.99 -0.491
C 1.60 0.42 0.42 -0.072
O 0.54 -0.12 1.24 -0.554
C -0.83 0.56 1.10 -0.075
C -1.60 0.37 -0.26 -0.481
H -1.70 -1.83 -0.18 0.203
H 0.68 -2.13 -0.36 0.205
H 2.05 -0.48 -1.59 0.219
H 0.74 0.71 -1.58 0.208
H 2.60 0.04 0.73 0.196
H 1.63 1.51 0.56 0.174
H -0.56 1.58 1.34 0.187
H -1.45 0.11 1.89 0.202
H -2.71 0.37 -0.16 0.226
H -1.37 1.15 -1.00 0.211
```

Results
Orbital gap = 9.58 eV
Strongest force on any atom = 2.07 eV/Å
E_HOMO = -8.46 eV
SMILES string = C1=CCCOCC1

No. 14
Density functional theory data (ωB97M-V/def2-TZVPD) for a structure of composition C6H10O.

```
17
Properties=species:S:1:pos:R:3:nbo_charge:R:1
C 2.21 1.18 -0.24 -0.683
C 0.82 0.71 0.02 0.391
O 0.29 0.72 1.23 -0.405
C -0.51 -0.44 0.95 0.128
C -1.95 0.04 0.71 -0.492
C -1.56 0.20 -0.76 -0.358
C -0.05 -0.24 -0.60 -0.376
H 2.28 2.27 -0.08 0.240
H 2.92 0.70 0.45 0.237
H 2.50 0.95 -1.26 0.231
H 0.84 -3.35 0.57 -0.042
H 0.49 -2.74 0.83 0.022
H -2.20 0.97 1.23 0.216
H -2.71 -0.72 0.90 0.213
H -2.05 -0.52 -1.41 0.223
H -1.67 1.20 -1.20 0.217
H 0.34 -0.95 -1.33 0.239
```

Results
Orbital gap = 7.90 eV
Strongest force on any atom = 0.35 eV/Å
E_HOMO = -7.38 eV

No. 15
Density functional theory data (ωB97M-V/def2-TZVPD) for the molecule C6H10O in a non-equilibrium geometry.

```
17
Properties=species:S:1:pos:R:3:nbo_charge:R:1
C 1.90 -0.93 0.35 -0.274
C 1.43 0.17 0.13 -0.017
C 0.23 0.97 0.01 0.196
C 0.07 1.74 -1.30 -0.614
O 0.09 1.91 1.05 -0.705
C -1.07 -0.21 0.09 -0.406
C -0.74 -1.64 0.47 -0.639
H 2.63 -1.69 0.48 0.244
H 0.74 2.60 -1.38 0.224
H 0.25 1.07 -2.14 0.216
H -0.96 2.10 -1.33 0.218
H 0.41 1.51 1.87 0.475
H -1.70 0.31 0.82 0.221
H -1.53 -0.15 -0.91 0.207
H -1.06 -1.95 1.47 0.212
H 0.41 -1.65 0.50 0.227
H -0.99 -2.40 -0.28 0.215
```

Results
Orbital gap = 10.50 eV
Strongest force on any atom = 2.00 eV/Å
E_HOMO = -9.57 eV
SMILES string = C#C[C@](C)(O)CC

No. 16
Density functional theory data (ωB97M-V/def2-TZVPD) for the molecule C6H10O in a non-equilibrium geometry.

```
17
Properties=species:S:1:pos:R:3:nbo_charge:R:1
O 0.66 0.28 1.74 -0.524
C -0.22 -0.54 1.73 0.441
C -0.41 -1.55 0.62 -0.519
C 0.47 -1.26 -0.59 -0.461
C 0.16 -0.01 -1.37 -0.108
C -0.86 0.98 -1.13 -0.483
C 0.16 2.13 -0.38 -0.359
H -0.93 -0.62 2.58 0.109
H -0.17 -2.53 1.06 0.240
H -1.48 -1.60 0.37 0.224
H 0.44 -2.15 -1.24 0.220
H 1.51 -1.20 -0.25 0.232
H 0.65 0.01 -2.35 0.193
H -1.28 1.42 -2.04 0.221
H -1.66 0.64 -0.45 0.209
H 1.06 2.47 -0.91 0.168
H 0.41 2.21 0.70 0.197
```

Results
Orbital gap (alpha / beta) = 8.07 / 8.65 eV
Strongest force on any atom = 2.66 eV/Å
E_HOMO (alpha / beta) = -7.32 / -7.82 eV

No. 17
Density functional theory data (ωB97M-V/def2-TZVPD) for the molecule C6H10O in a non-equilibrium geometry.

```
17
Properties=species:S:1:pos:R:3:nbo_charge:R:1
C -0.85 -0.74 1.99 -0.391
C -0.72 -0.99 0.67 -0.034
C -1.46 -2.09 -0.06 -0.650
C -0.01 -0.08 -0.29 -0.234
C 0.77 0.96 0.04 -0.164
C 1.07 1.94 -1.06 -0.094
O 2.47 2.29 -0.78 -0.756
H -1.76 -1.13 2.57 0.196
H -0.27 -0.06 2.49 0.189
H -1.13 -3.10 0.33 0.229
H -2.58 -2.00 0.21 0.225
H -1.34 -2.11 -1.18 0.214
H 0.02 -0.60 -1.35 0.207
H 1.23 1.16 1.00 0.221
H 0.94 1.47 -2.06 0.180
H 0.52 2.88 -0.94 0.186
H 3.09 2.19 -1.59 0.477
```

Results
Orbital gap = 9.00 eV
Strongest force on any atom = 3.96 eV/Å
E_HOMO = -8.42 eV
SMILES string = C=C(C)/C=C/CO

No. 18
Density functional theory data (ωB97M-V/def2-TZVPD) for the molecule C6H10O.

```
17
Properties=species:S:1:pos:R:3:nbo_charge:R:1
O 2.80 -0.78 2.05 -0.522
C 2.65 -0.18 1.01 0.448
C 1.62 -0.59 -0.02 -0.511
C 0.23 -0.10 0.47 -0.384
C -0.71 0.45 -0.59 -0.229
C -1.91 -0.32 -1.06 -0.418
C -2.09 0.83 -0.11 -0.419
H 3.21 0.76 0.79 0.105
H 1.87 -0.15 -0.99 0.209
H 1.64 -1.68 -0.11 0.231
H 0.38 0.69 1.21 0.206
H -0.26 -0.92 1.00 0.217
H -0.25 1.11 -1.32 0.210
H -2.24 -0.18 -2.09 0.216
H -2.07 -1.33 -0.68 0.213
H -2.53 1.75 -0.47 0.216
H -2.31 0.60 0.93 0.211
```

Results
Orbital gap = 10.83 eV
Strongest force on any atom = 0.76 eV/Å
E_HOMO = -9.78 eV
SMILES string = O=CCCC1CC1

No. 19
Density functional theory data (ωB97M-V/def2-TZVPD) for a cluster of 2 separate species, C6H10O in total in a non-equilibrium geometry.

```
17
Properties=species:S:1:pos:R:3:nbo_charge:R:1
C 0.21 1.32 -2.14 -0.378
C 0.74 0.48 -1.26 -0.205
C 0.46 0.33 0.17 -0.103
C 1.11 -0.60 0.86 -0.341
C -0.65 1.11 0.76 -0.216
C -0.72 1.33 2.07 -0.364
H 0.62 1.39 -3.13 0.205
H -0.72 1.84 -1.95 0.188
H 1.65 -0.03 -1.59 0.202
H 0.92 -0.71 1.92 0.200
H 1.92 -1.16 0.40 0.206
H -1.39 1.54 0.09 0.209
H -1.56 1.76 2.59 0.199
H 0.18 1.29 2.68 0.194
O -0.74 -3.06 -0.43 -0.930
H -1.02 -2.21 -0.79 0.467
H -0.94 -2.93 0.50 0.465
```

Results
Orbital gap = 9.30 eV
Strongest force on any atom = 1.27 eV/Å
E_HOMO = -8.82 eV
SMILES string = C=CC(=C)C=C.O

No. 20
Density functional theory data (ωB97M-V/def2-TZVPD) for the molecule C6H10O in a non-equilibrium geometry.

```
17
Properties=species:S:1:pos:R:3:nbo_charge:R:1
C -2.81 0.02 -0.22 -0.553
C -1.74 0.75 -0.48 0.316
O -1.79 1.93 -1.16 -0.680
C -0.36 0.43 -0.02 -0.265
C 0.43 -0.40 -0.68 -0.136
C 1.81 -0.78 -0.25 -0.438
C 2.20 -0.47 1.19 -0.610
H -3.84 0.31 -0.07 0.205
H -2.70 -0.95 0.26 0.207
H -2.68 2.30 -1.18 0.480
H -0.14 0.93 0.92 0.218
H 0.13 -0.88 -1.61 0.208
H 2.01 -1.83 -0.49 0.207
H 2.52 -0.25 -0.90 0.215
H 1.50 -0.81 1.95 0.208
H 3.16 -0.92 1.43 0.213
H 2.30 0.61 1.28 0.204
```

Results
Orbital gap = 9.74 eV
Strongest force on any atom = 1.81 eV/Å
E_HOMO = -8.79 eV
SMILES string = C=C(O)/C=C/CC